No. 1
ORCA calculation (ωB97M-V/def2-TZVPD) on a molecular structure, C37H38ClEuGeN2O3PSe.

Structure (XYZ):
```
85
Properties=species:S:1:pos:R:3
Eu -6.864 -8.602 18.814
O -7.251 -4.815 21.802
C -8.466 -4.881 22.295
C -8.847 -4.000 23.279
C -10.123 -4.058 23.852
C -11.033 -5.022 23.372
C -10.668 -5.859 22.326
C -9.423 -5.775 21.688
C -8.964 -6.612 20.504
O -7.874 -6.297 19.848
N -9.881 -7.514 20.069
N -9.491 -8.528 19.337
C -10.490 -9.344 18.922
C -10.379 -10.533 18.163
C -11.488 -11.360 17.855
C -11.290 -12.441 17.030
C -10.052 -12.697 16.390
C -8.908 -11.953 16.693
C -9.077 -10.982 17.715
O -8.004 -10.501 18.324
H -7.215 -5.452 21.060
H -8.114 -3.278 23.652
H -10.466 -3.281 24.529
H -12.046 -5.150 23.880
H -11.361 -6.619 21.969
H -11.495 -9.011 19.188
H -12.435 -11.113 18.311
H -12.136 -13.121 16.816
H -10.074 -13.560 15.716
H -7.945 -11.959 16.176
Cl -5.644 -8.796 16.118
C -4.059 -8.024 16.131
C -2.913 -8.659 15.683
C -1.592 -8.126 15.785
C -1.504 -6.867 16.331
C -2.645 -6.203 16.867
C -3.891 -6.769 16.737
P -5.393 -6.055 17.513
C -5.920 -4.953 16.230
C -7.312 -4.740 16.039
C -7.760 -3.646 15.366
C -6.904 -2.558 15.037
C -5.529 -2.796 15.149
C -5.033 -3.998 15.656
C -4.791 -4.852 18.675
C -3.839 -5.310 19.589
C -3.468 -4.536 20.688
C -4.053 -3.249 20.860
C -4.983 -2.768 19.943
C -5.356 -3.567 18.868
H -3.114 -9.650 15.281
H -0.716 -8.673 15.465
H -0.588 -6.308 16.395
H -2.519 -5.249 17.389
H -8.060 -5.443 16.338
H -8.782 -3.590 15.026
H -7.308 -1.677 14.540
H -4.800 -2.032 14.902
H -3.965 -4.175 15.678
H -3.366 -6.279 19.384
H -2.896 -4.912 21.492
H -3.732 -2.686 21.741
H -5.479 -1.795 20.091
H -6.112 -3.212 18.136
C -5.081 -13.063 18.865
Ge -3.795 -11.905 19.868
C -3.010 -10.473 18.711
C -2.296 -12.955 20.462
C -4.407 -10.915 21.526
Se -5.979 -9.733 21.497
C -7.467 -11.013 21.437
H -4.620 -13.598 18.020
H -5.845 -12.501 18.333
H -5.479 -13.791 19.606
H -2.502 -9.848 19.386
H -3.779 -9.860 18.225
H -2.419 -10.930 17.859
H -1.603 -13.119 19.602
H -2.556 -13.890 20.996
H -1.704 -12.396 21.238
H -3.572 -10.259 21.783
H -4.565 -11.657 22.262
H -8.226 -10.496 22.103
H -7.188 -12.032 21.803
H -7.794 -10.953 20.397
```

Computed properties:
Total energy ... -7757.98876 a.u.
Frontier orbital gap (spin up / spin down) ... 4.32 / 4.89 eV
E_HOMO (spin up / spin down) ... -0.1602 / -0.2161 hartree
Maximum force ... 3.9 eV/A
2S+1 ... 8

Results of the Mulliken charge analysis, in e, for atoms 1 through 4: number 1, Eu, carries 0.732; number 2, O, carries -0.478; number 3, C, carries 0.208; number 4, C, carries -0.538



No. 2
ORCA calculation (ωB97M-V/def2-TZVPD) on a molecular structure, C37H38ClEuGeN2O3PSe.

Structure (XYZ):
```
85
Properties=species:S:1:pos:R:3
Eu -7.740 -18.083 8.954
O -12.154 -19.825 10.550
C -12.608 -18.579 10.976
C -13.468 -18.580 12.119
C -13.659 -17.382 12.815
C -13.266 -16.191 12.232
C -12.561 -16.191 11.022
C -12.113 -17.390 10.417
C -10.944 -17.378 9.530
O -10.089 -18.361 9.598
N -10.931 -16.330 8.676
N -9.792 -16.282 7.986
C -9.888 -15.585 6.861
C -8.894 -15.562 5.896
C -9.050 -14.623 4.840
C -8.203 -14.638 3.748
C -7.273 -15.707 3.676
C -7.068 -16.624 4.703
C -7.811 -16.504 5.869
O -7.503 -17.208 6.968
H -11.263 -19.594 10.188
H -13.828 -19.535 12.491
H -14.113 -17.435 13.810
H -13.517 -15.224 12.682
H -12.202 -15.257 10.582
H -10.810 -15.040 6.606
H -9.916 -13.921 4.865
H -8.279 -13.909 2.944
H -6.700 -15.764 2.754
H -6.325 -17.386 4.609
Cl -4.862 -19.184 11.244
C -3.532 -20.088 10.688
C -3.046 -21.193 11.450
C -2.120 -22.050 10.888
C -1.789 -21.885 9.535
C -2.168 -20.744 8.860
C -3.137 -19.878 9.387
P -4.253 -18.786 8.384
C -3.825 -17.239 9.265
C -4.786 -16.249 9.023
C -4.864 -15.104 9.816
C -3.866 -14.826 10.750
C -2.806 -15.721 10.861
C -2.812 -16.955 10.192
C -3.360 -18.707 6.780
C -2.440 -17.700 6.462
C -2.144 -17.527 5.105
C -2.623 -18.413 4.120
C -3.434 -19.495 4.494
C -3.747 -19.691 5.826
H -3.388 -21.250 12.493
H -1.684 -22.839 11.471
H -1.202 -22.606 8.992
H -1.716 -20.472 7.886
H -5.473 -16.375 8.183
H -5.766 -14.473 9.670
H -3.888 -13.901 11.342
H -1.957 -15.510 11.541
H -1.999 -17.661 10.395
H -1.997 -17.052 7.256
H -1.530 -16.682 4.802
H -2.330 -18.266 3.074
H -3.865 -20.156 3.767
H -4.318 -20.570 6.143
C -8.246 -19.074 17.447
Ge -7.721 -18.699 15.594
C -6.578 -17.079 15.328
C -6.785 -20.269 14.756
C -9.137 -18.282 14.283
Se -8.565 -18.842 12.542
C -9.391 -20.619 12.438
H -7.491 -18.683 18.160
H -8.218 -20.140 17.514
H -9.239 -18.646 17.701
H -5.957 -16.854 16.191
H -7.213 -16.219 15.138
H -5.939 -17.212 14.455
H -6.183 -20.760 15.539
H -6.105 -20.009 13.936
H -7.542 -20.984 14.449
H -9.254 -17.188 14.234
H -10.110 -18.763 14.478
H -8.593 -21.337 12.358
H -10.005 -20.711 11.537
H -10.025 -20.802 13.300
```

Computed properties:
Total energy ... -7758.13485 a.u.
Frontier orbital gap (spin up / spin down) ... 6.33 / 6.36 eV
E_HOMO (spin up / spin down) ... -0.2402 / -0.2404 hartree
Maximum force ... 3.8 eV/A
2S+1 ... 8

Results of the Mulliken charge analysis, in e, for atoms 1 through 4: number 1, Eu, carries 1.235; number 2, O, carries -0.685; number 3, C, carries 0.496; number 4, C, carries -0.642